{"formula": "C8H12NOP", "method": "ωB97M-V/def2-TZVPD", "symbols": ["H", "N", "C", "C", "C", "C", "C", "C", "C", "P", "C", "O", "H", "H", "H", "H", "H", "H", "H", "H", "H", "H", "H"], "xyz": [[3.35169, 1.12003, 1.42666], [2.61150, 0.60748, 0.96471], [2.09139, 1.27199, -0.00505], [1.13610, 0.55277, -0.84340], [0.76954, 1.09335, -2.00976], [0.57724, -0.77865, -0.21560], [-0.43315, -1.51243, -1.05822], [-1.67319, -1.78866, -0.61045], [-2.84267, -1.99835, -0.10094], [-0.11431, -0.35685, 1.41237], [-0.73581, 1.36541, 1.15497], [-1.12421, -1.28702, 1.81616], [2.30749, 2.23423, -0.35865], [1.10976, 2.14588, -2.42458], [0.15546, 0.66641, -2.69609], [1.37409, -1.49237, -0.10288], [-0.18208, -1.86892, -1.95316], [-3.70362, -1.40130, -0.09306], [-3.14900, -2.89876, 0.38356], [0.94499, -0.49788, 2.35532], [-1.25802, 1.31538, 0.14155], [0.24845, 1.88711, 0.89386], [-1.46162, 1.62115, 1.92268]], "molar_mass_g_mol": 169.16, "lumo_ev": 0.2, "e_above_lowest_kcal_mol": 76.3, "charge": 0, "homo_energy_ev": -8.6, "fmax_ev_per_a": 5.8, "smiles": "[H]/N=C/C(=C)[C@H](C=C=C)[P@@H](C)=O", "gap_ev": 8.815}